This record from the OMol25 dataset describes a molecular structure, C50H54LuN11O4S2 at a distorted geometry. The level of theory is the ωB97M-V functional and the def2-TZVPD basis.

Computed properties:
- Energy relative to the best compared isomer or geometry (same formula, charge and spin): 41.1 kJ/mol
- Energy: -4872.97956 Ha
- Charge: 0
- Lowest unoccupied orbital energy: 0.059 eV
- HOMO: -6.9 eV

Structure (XYZ):
```
122
Properties=species:S:1:pos:R:3:forces:R:3
Lu 0.0070 0.3638 -1.0131 -1.49 1.07 1.38
O 1.4946 5.6852 -1.3684 -0.04 -0.19 0.82
C 1.5604 5.4974 -0.0780 0.40 -0.45 -0.07
C 1.6544 6.6333 0.7667 -0.13 0.10 -1.24
C 1.6523 6.4854 2.1095 0.11 0.63 1.33
C 1.6439 5.2269 2.7000 -0.04 -1.63 0.80
C 1.5287 4.0519 1.9563 0.06 0.55 -0.06
C 1.5536 4.1616 0.5635 -0.11 0.95 -1.01
C 1.3996 3.0136 -0.3203 -0.98 -1.10 1.48
O 1.3350 1.7646 0.0699 0.65 1.52 -0.08
N 1.1026 3.3467 -1.5468 0.70 0.10 -0.55
N 0.7201 2.3743 -2.3851 -1.71 0.24 -3.20
C 0.2570 2.8262 -3.5631 0.22 0.17 2.71
C -0.4624 1.9945 -4.4794 0.12 -1.25 -0.25
C -0.5962 2.4299 -5.8084 0.34 -0.01 -0.20
C -1.0564 1.5570 -6.7919 0.27 0.43 1.05
C -1.4851 0.2745 -6.4465 -0.16 0.59 0.20
C -1.5381 -0.1160 -5.1133 0.53 0.07 -0.43
C -0.9555 0.6771 -4.0843 -0.36 0.78 -0.25
O -0.9554 0.2835 -2.8411 -0.18 0.00 -1.83
H 1.1816 4.4514 -1.7436 0.18 0.44 -0.06
H 1.7085 7.5997 0.2538 -0.18 -0.33 0.34
H 1.6089 7.3594 2.7860 0.32 -0.46 -0.54
H 1.7824 5.1098 3.7702 -0.43 0.26 0.03
H 1.3434 3.0628 2.4243 0.26 0.97 -0.29
H 0.2683 3.9361 -3.7984 0.32 -1.27 0.43
H -0.2454 3.4578 -6.0842 -0.35 -1.06 0.29
H -1.0504 1.9081 -7.7882 -0.15 0.08 -1.00
H -1.8317 -0.3769 -7.2471 -0.03 -0.03 0.30
H -1.9574 -1.0934 -4.9138 0.12 0.01 0.36
C -4.3298 -3.3189 0.6804 0.01 0.42 -1.21
N -2.9809 -2.7286 0.5915 -1.05 0.65 -0.26
C -2.0299 -3.1583 1.6106 0.76 -1.10 -0.65
C -2.7004 -1.9175 -0.4895 1.11 -0.74 0.89
N -1.4417 -1.7712 -0.9064 0.28 0.56 -0.60
C -0.5605 -2.8222 -1.1019 0.25 -1.01 -0.25
C -0.9863 -4.1698 -1.3000 0.38 1.21 0.49
C -0.0400 -5.1973 -1.3997 -1.21 -0.24 0.06
C 1.2977 -4.9608 -1.1898 0.41 -0.25 -0.12
C 1.7436 -3.6481 -1.1273 -0.23 0.99 -1.04
C 0.8568 -2.5810 -1.3229 -0.97 0.22 -0.18
N 1.2963 -1.2728 -1.7785 2.11 -2.27 -0.54
C 2.2280 -1.2407 -2.7769 -0.12 1.42 0.61
N 2.1491 -1.8481 -4.0090 -0.11 -0.40 1.06
C 0.9671 -2.6542 -4.3438 0.54 0.07 0.85
C 3.3905 -2.3094 -4.6579 -0.23 0.16 0.17
N 3.2944 -0.3393 -2.6421 -2.14 -0.53 -1.55
C 3.8976 -0.0441 -1.3868 0.65 -2.78 1.27
C 3.5739 0.6360 -3.6967 0.78 0.98 0.74
N -3.7295 -1.2596 -1.0773 0.02 -0.17 -0.11
C -4.8574 -0.6631 -0.3196 1.24 0.30 -0.10
C -3.7995 -1.1942 -2.5543 0.14 0.84 0.22
H -4.2720 -4.3884 0.8280 0.28 -0.37 0.14
H -4.8154 -3.1608 -0.3252 0.30 -0.21 1.29
H -4.9495 -2.9044 1.4845 0.16 0.10 -0.18
H -1.6961 -4.1960 1.3675 -0.08 0.54 0.07
H -2.5279 -3.2449 2.5671 -0.22 0.37 0.26
H -1.1062 -2.5599 1.7022 -0.71 0.11 -0.32
H -2.0815 -4.3092 -1.3447 0.78 -0.33 -0.08
H -0.4115 -6.1852 -1.6463 0.17 -0.11 0.22
H 2.0344 -5.7623 -1.1945 -0.27 0.07 0.06
H 2.8071 -3.4360 -1.1623 0.03 0.02 0.11
H 0.8235 -2.5987 -5.4093 0.23 -0.57 -0.48
H 0.1060 -2.1702 -3.9486 -0.69 0.44 0.61
H 1.0278 -3.6622 -3.8759 0.00 0.41 -0.73
H 4.1715 -1.5808 -4.4299 0.00 -0.40 -0.29
H 3.2337 -2.3785 -5.7591 0.13 -0.04 0.88
H 3.6625 -3.2852 -4.2089 -0.01 0.29 -0.52
H 3.2888 -0.5183 -0.5711 0.31 1.19 -0.53
H 4.1079 1.0029 -1.3278 -0.08 0.57 0.60
H 4.8502 -0.6588 -1.3150 -0.51 1.06 -0.13
H 3.1128 0.3691 -4.6484 -0.08 0.27 0.30
H 4.6588 0.7341 -3.8043 0.10 -0.44 -0.40
H 3.3356 1.6800 -3.3280 -0.52 -1.10 -0.52
H -5.7904 -1.1738 -0.5282 -0.23 -0.18 0.06
H -4.9176 0.3613 -0.7200 -0.16 -0.15 0.54
H -4.6390 -0.6634 0.7836 -0.17 0.11 -1.22
H -4.5716 -1.8784 -2.9119 -0.24 0.05 0.05
H -2.8510 -1.5127 -3.0096 -0.26 0.34 0.50
H -4.0477 -0.1517 -2.8980 0.35 -0.95 0.37
S -3.9427 1.4578 3.2971 -0.71 1.19 -1.97
C -3.1702 0.3867 4.3131 2.36 -0.98 1.48
C -3.4294 0.0825 5.6561 0.60 -0.51 -0.04
C -2.4488 -0.5430 6.4494 -1.04 0.67 -1.03
C -1.2358 -0.9485 5.8901 0.30 -0.80 0.10
C -0.9658 -0.6911 4.5450 0.35 0.69 0.64
C -1.8756 0.0826 3.8098 0.01 0.36 -0.53
N -1.5528 0.7432 2.6022 -1.41 -0.97 0.77
C -2.5537 1.4711 2.1736 1.71 -1.18 1.54
C -2.4556 2.2997 0.9973 0.59 0.97 -0.60
C -2.8185 3.6232 1.2137 -1.41 0.85 -0.23
C -3.0707 4.4679 0.1343 0.80 1.32 0.31
C -2.8661 4.0066 -1.1720 -0.59 -0.15 0.61
C -2.4483 2.6863 -1.3316 0.84 -0.41 0.62
C -1.9395 1.8696 -0.2476 -1.63 -0.71 -0.73
H -4.3834 0.3504 6.0633 -0.26 0.18 0.39
H -2.6707 -0.6162 7.4988 0.12 -0.40 0.24
H -0.5166 -1.5207 6.5262 -0.52 0.73 -0.72
H 0.0439 -0.8572 4.1617 -0.40 -0.10 -0.07
H -2.9450 3.9625 2.2515 -0.23 0.00 -0.53
H -3.3464 5.5375 0.3064 0.30 -1.05 -0.11
H -3.0389 4.7013 -2.0034 -0.20 -0.58 0.17
H -2.5440 2.1920 -2.2988 0.76 0.43 -0.17
O 0.3718 -0.5751 1.2913 0.84 -0.02 0.14
H 1.1674 -0.3434 1.8342 -0.55 -0.37 -0.57
H -0.3602 -0.1581 1.8121 -0.09 0.36 -0.19
N 3.3401 1.6933 3.0888 -1.65 -1.34 -1.32
C 3.4891 0.5522 3.8074 -0.87 -0.60 -0.54
N 2.6736 -0.4640 3.6440 0.55 -0.03 1.45
C 2.9107 -1.4466 4.6626 2.09 2.34 -0.85
C 2.2182 -2.6292 4.7706 0.35 -0.01 0.25
C 2.6168 -3.5504 5.7232 0.01 0.07 0.34
C 3.7044 -3.2586 6.5518 -0.51 -1.59 0.38
C 4.3940 -2.0923 6.4542 1.11 1.89 0.10
C 4.0546 -1.1238 5.5007 -2.01 -2.02 -0.47
S 4.7688 0.3738 5.0374 -0.53 0.34 -0.28
H 2.6620 1.7286 2.2761 1.23 -0.35 1.45
H 3.9603 2.4409 3.1503 1.08 1.15 0.19
H 1.4365 -2.7695 4.0578 -0.56 -0.40 -0.18
H 2.0684 -4.4704 5.8780 0.05 -0.05 -0.18
H 4.0589 -3.9939 7.2952 -0.45 0.43 -0.43
H 5.1885 -1.9087 7.1749 0.06 0.01 -0.28
```
Forces are in eV/Å.